This record from OMol25 describes a gas-phase ion, C3H4N3 (charge +1) in a non-equilibrium geometry. The level of theory is wB97M-V/def2-TZVPD.

For the HOMO energy, the calculation gives -15.40 eV. The total energy is -280.4583 hartree. The energy relative to the best compared isomer or geometry (same formula, charge and spin) is 4.647 eV. As for the gap between HOMO and LUMO: 7.30 eV.

Structure (ORCA input):
```
! wB97M-V def2-TZVPD RIJCOSX def2/J DEFGRID3
* xyz 1 1
C -0.74 1.16 -0.02
C 0.19 0.19 0.12
C 1.42 -0.50 -0.01
N -2.06 0.81 -0.06
N -1.44 -1.34 0.02
N -2.00 -0.37 0.04
H -0.43 2.11 0.12
H 1.51 -0.65 -1.13
H 1.36 -1.56 0.51
H 2.21 0.15 0.43
*
```